ORCA calculation (ωB97M-V with the def2-TZVPD basis set) on C3H9NO2Pd as an isolated structure.

Structure (XYZ):
```
16
Properties=species:S:1:pos:R:3:forces:R:3
Pd -0.00900 0.19297 -0.10960 -1.14 0.33 -1.29
C 0.22355 3.50054 -2.18464 -0.04 0.21 0.10
H 0.35110 2.95350 -3.10897 -0.29 -0.09 -0.24
H -0.78474 3.88960 -2.03330 0.05 -0.25 -0.20
H 0.90539 4.35342 -2.21620 0.08 -0.27 0.33
H 0.47437 2.82691 -1.34120 0.17 0.11 0.17
H 0.29017 0.75430 1.35132 0.58 0.91 1.44
N 0.86820 -1.67945 0.44583 -0.36 0.42 -0.46
C 0.00448 -2.38043 1.39510 -0.11 -0.35 0.31
C -1.44504 -1.86291 1.30726 0.44 1.57 -1.17
O -2.33967 -2.48028 1.91300 -0.04 -0.19 0.17
O -1.68275 -0.78889 0.61889 0.31 -1.18 0.35
H 0.95433 -2.18255 -0.42695 0.32 -0.43 -0.25
H 1.78523 -1.46929 0.82023 0.35 -0.20 0.20
H 0.05101 -3.43615 1.15830 -0.22 -0.41 0.38
H 0.35337 -2.19127 2.41091 -0.11 -0.18 0.14
```
Positions in Å, forces in eV/Å.

Results
Electronic energy, hartree: -451.8241
Total charge: +2
Gap between HOMO and LUMO (spin up / spin down), eV: 9.6 / 4.5
2S+1: 5
ΔE to the lowest compared entry with this formula, charge and spin, eV: 0.000
LUMO energy (spin up / spin down), eV: -9.6 / -14.7

Need the natural (NBO) charges? In units of e they are: atom 1 (Pd): 1.38, atom 2 (C): -0.82, atom 3 (H): 0.23, atom 4 (H): 0.24, atom 5 (H): 0.26, atom 6 (H): 0.12, atom 7 (H): -0.07, atom 8 (N): -0.77, atom 9 (C): -0.32, atom 10 (C): 0.74, atom 11 (O): 0.07, atom 12 (O): -0.55, atom 13 (H): 0.44, atom 14 (H): 0.46, atom 15 (H): 0.30, atom 16 (H): 0.31

ORCA calculation (ωB97M-V with the def2-TZVPD basis set) on a 2-piece molecular cluster, C3H9NO2S overall.

Structure (XYZ):
```
16
Properties=species:S:1:pos:R:3:forces:R:3
C 1.15750 -0.83440 0.45674 -0.35 0.07 0.07
C 2.32445 0.13490 0.59419 0.71 -0.60 -0.04
S 3.25640 -0.07563 2.18995 -0.12 0.16 -0.42
N 0.16465 -0.42639 -0.58404 0.84 0.08 0.63
C -0.79070 0.62903 -0.10668 -0.57 -1.52 0.47
O -1.95741 0.06267 0.37749 0.15 0.52 -0.13
H 0.77175 -0.96025 1.48460 -0.52 0.18 -0.33
H 1.49772 -1.84146 0.17463 0.27 0.20 0.02
H 3.01680 -0.06574 -0.23270 0.00 0.18 -0.01
H 1.95865 1.14998 0.45144 -0.04 0.12 0.21
H -0.38100 -1.26826 -0.71157 -0.53 0.21 -0.19
H -0.23949 1.16874 0.66893 0.12 0.31 0.17
H -0.99766 1.31777 -0.93459 0.06 0.12 -0.26
H -3.01131 0.46389 -0.52624 0.39 0.13 0.10
H -3.19373 -0.10628 -1.88995 -0.37 0.52 -0.02
O -3.57662 0.65143 -1.41221 -0.02 -0.68 -0.27
```
Positions in Å, forces in eV/Å.

Results
Electronic energy, hartree: -723.0678
Total charge: -2
Gap between HOMO and LUMO, eV: 5.9
ΔE to the lowest compared entry with this formula, charge and spin, eV: 0.388
LUMO energy, eV: 6.1

Need the natural (NBO) charges? In units of e they are: atom 1 (C): -0.24, atom 2 (C): -0.51, atom 3 (S): -0.80, atom 4 (N): -0.69, atom 5 (C): 0.10, atom 6 (O): -0.95, atom 7 (H): 0.17, atom 8 (H): 0.16, atom 9 (H): 0.16, atom 10 (H): 0.18, atom 11 (H): 0.34, atom 12 (H): 0.11, atom 13 (H): 0.10, atom 14 (H): 0.50, atom 15 (H): 0.43, atom 16 (O): -1.07

ORCA calculation (ωB97M-V with the def2-TZVPD basis set) on a 2-piece molecular cluster, C3H9NO2S overall.

Structure (XYZ):
```
16
Properties=species:S:1:pos:R:3:forces:R:3
C 0.00687 0.42078 0.96697 -1.03 -3.26 2.72
C 0.89570 -0.35198 2.12603 -3.63 0.83 -0.95
S -0.13658 -0.47735 3.70482 1.09 0.63 -0.01
N -0.21292 -0.27317 -0.28173 0.67 1.46 -0.29
C -1.28170 0.28438 -1.16430 2.79 2.39 -0.50
O -1.18321 -0.12911 -2.42728 -0.74 -0.99 -0.78
H -0.93769 0.48687 1.56264 0.43 0.95 -0.67
H 0.56191 1.28766 0.84554 0.37 2.24 -0.56
H 1.87050 0.02190 2.01337 1.50 0.76 0.88
H 0.91261 -1.36694 1.93086 0.39 -2.08 -1.09
H -0.32893 -1.23785 -0.14881 -0.32 -1.49 0.24
H -1.02719 1.42833 -1.14722 -0.34 -0.80 0.46
H -2.24035 0.24245 -0.68364 -1.25 -0.58 0.42
H 0.33235 -0.24749 -2.86776 1.80 0.15 1.29
H 1.35763 0.13801 -1.78473 -0.27 0.27 1.64
O 1.41101 -0.22648 -2.64477 -1.45 -0.49 -2.84
```
Positions in Å, forces in eV/Å.

Results
Electronic energy, hartree: -723.0260
Total charge: -2
Gap between HOMO and LUMO, eV: 5.9
ΔE to the lowest compared entry with this formula, charge and spin, eV: 1.525
LUMO energy, eV: 6.1

Need the natural (NBO) charges? In units of e they are: atom 1 (C): -0.24, atom 2 (C): -0.50, atom 3 (S): -0.79, atom 4 (N): -0.69, atom 5 (C): 0.15, atom 6 (O): -0.94, atom 7 (H): 0.17, atom 8 (H): 0.15, atom 9 (H): 0.16, atom 10 (H): 0.18, atom 11 (H): 0.34, atom 12 (H): 0.04, atom 13 (H): 0.08, atom 14 (H): 0.51, atom 15 (H): 0.47, atom 16 (O): -1.09

ORCA calculation (ωB97M-V with the def2-TZVPD basis set) on a 2-piece molecular cluster, C3H9NO2S overall.

Structure (XYZ):
```
16
Properties=species:S:1:pos:R:3:forces:R:3
C 0.44337 -0.85121 -0.88880 -0.75 -1.82 -0.32
C 1.63466 -1.19164 -1.82625 0.00 1.83 -0.34
S 1.89583 -2.67556 -2.88338 -0.43 -0.05 0.65
N 0.59180 0.46016 -0.27944 1.23 0.01 -0.58
C -0.41408 0.91898 0.64918 -1.57 -1.36 1.11
O -0.36911 0.36408 1.92103 0.50 1.26 -0.50
H -0.48449 -0.91196 -1.48601 0.21 0.36 0.08
H 0.31454 -1.65833 -0.15511 0.12 0.02 0.28
H 2.53356 -0.92375 -1.25180 0.10 -0.42 0.01
H 1.53999 -0.35102 -2.52532 0.33 0.00 -0.15
H 1.44505 0.38607 0.27799 -0.12 0.27 -0.08
H -1.41960 0.59044 0.25848 0.39 0.54 -0.69
H -0.40635 2.03625 0.64541 0.18 -0.18 0.03
H -1.58476 1.24521 2.42446 -0.10 -1.35 0.06
H -3.21430 1.14137 2.28355 -0.26 -0.46 -0.90
O -2.50611 1.42090 2.83601 0.17 1.36 1.34
```
Positions in Å, forces in eV/Å.

Results
Electronic energy, hartree: -723.0551
Total charge: -2
Gap between HOMO and LUMO, eV: 5.8
ΔE to the lowest compared entry with this formula, charge and spin, eV: 0.734
LUMO energy, eV: 6.0

Need the natural (NBO) charges? In units of e they are: atom 1 (C): -0.22, atom 2 (C): -0.52, atom 3 (S): -0.77, atom 4 (N): -0.68, atom 5 (C): 0.11, atom 6 (O): -0.96, atom 7 (H): 0.16, atom 8 (H): 0.15, atom 9 (H): 0.15, atom 10 (H): 0.17, atom 11 (H): 0.34, atom 12 (H): 0.08, atom 13 (H): 0.08, atom 14 (H): 0.51, atom 15 (H): 0.44, atom 16 (O): -1.05

ORCA calculation (ωB97M-V with the def2-TZVPD basis set) on a 2-piece molecular cluster, C3H9NO2S overall.

Structure (XYZ):
```
16
Properties=species:S:1:pos:R:3:forces:R:3
C 1.11719 -1.74741 -0.19329 0.29 -0.70 -0.74
C -1.25581 1.19746 -0.82798 -1.05 -0.54 -1.39
C 1.23417 -0.39533 -0.77999 -2.86 1.05 2.06
N -0.74323 0.37401 0.17548 5.11 0.89 -0.09
O 3.32176 -0.19452 0.72185 1.27 -1.62 1.22
O 1.61675 1.62042 1.04342 0.41 -1.05 -1.29
S 2.50114 0.68284 -0.04423 -1.48 2.61 -0.37
H 0.87369 -1.55847 0.84421 0.32 -0.51 0.43
H 2.12608 -2.26605 -0.29006 -1.46 0.17 0.21
H 0.23426 -2.28467 -0.65176 1.33 0.28 0.32
H -0.70265 2.10603 -1.07585 0.66 -0.68 -0.41
H -1.72817 0.59839 -1.63525 0.89 0.68 -0.52
H -2.10552 1.62901 -0.42759 -2.32 1.18 1.17
H 1.08073 -0.20413 -1.82470 -0.16 0.09 -0.39
H -1.27246 -0.43435 0.32555 -0.80 -1.64 -0.13
H 0.69804 1.26235 1.08461 -0.13 -0.21 -0.08
```
Positions in Å, forces in eV/Å.

Results
Electronic energy, hartree: -722.9590
Total charge: 0
Gap between HOMO and LUMO (spin up / spin down), eV: 8.2 / 7.8
ΔE to the lowest compared entry with this formula, charge and spin, eV: 5.697
LUMO energy (spin up / spin down), eV: -0.9 / -0.9

Need the natural (NBO) charges? In units of e they are: atom 1 (C): -0.70, atom 2 (C): -0.46, atom 3 (C): -0.23, atom 4 (N): -0.64, atom 5 (O): -0.94, atom 6 (O): -0.90, atom 7 (S): 1.49, atom 8 (H): 0.24, atom 9 (H): 0.25, atom 10 (H): 0.23, atom 11 (H): 0.21, atom 12 (H): 0.17, atom 13 (H): 0.21, atom 14 (H): 0.21, atom 15 (H): 0.34, atom 16 (H): 0.52

ORCA calculation (ωB97M-V with the def2-TZVPD basis set) on a 2-piece molecular cluster, C3H9NO2S overall.

Structure (XYZ):
```
16
Properties=species:S:1:pos:R:3:forces:R:3
N -1.21701 -1.07495 -0.76413 -0.30 1.14 -2.62
C -1.03910 0.35514 -0.44033 -1.89 -0.63 1.10
C 0.23471 0.93976 -0.88619 1.79 0.98 -0.97
O 0.32074 1.98973 -1.50944 -0.03 -1.55 0.83
C -0.95555 0.44096 1.10303 -1.44 3.12 -1.31
S -2.71046 0.65877 1.82902 2.55 -2.06 0.60
H -1.49826 -0.98790 -1.78241 0.50 -0.96 1.30
H -2.08052 -1.37284 -0.32213 -0.04 -0.02 0.24
H -1.90122 0.98798 -0.83957 1.13 -0.52 0.64
H 1.16141 0.38875 -0.49563 -0.75 0.52 -0.55
H -0.54094 -0.39309 1.59064 0.75 -1.02 0.06
H -0.35082 1.33934 1.28443 -0.31 -0.20 0.68
H -2.16119 -0.43991 2.52161 -1.93 1.15 0.01
O 3.98267 -0.81988 -0.13152 -0.24 0.19 -0.01
H 4.69996 -1.43800 -0.10931 0.64 -0.78 0.66
H 4.05556 -0.57387 -1.04808 -0.43 0.61 -0.67
```
Positions in Å, forces in eV/Å.

Results
Electronic energy, hartree: -723.0680
Total charge: 0
Gap between HOMO and LUMO, eV: 10.1
Structure (SMILES): N[C@H](C=O)CS.O
ΔE to the lowest compared entry with this formula, charge and spin, eV: 2.730
LUMO energy, eV: 0.7

Need the natural (NBO) charges? In units of e they are: atom 1 (N): -0.81, atom 2 (C): -0.19, atom 3 (C): 0.42, atom 4 (O): -0.52, atom 5 (C): -0.45, atom 6 (S): -0.09, atom 7 (H): 0.35, atom 8 (H): 0.36, atom 9 (H): 0.20, atom 10 (H): 0.13, atom 11 (H): 0.22, atom 12 (H): 0.22, atom 13 (H): 0.15, atom 14 (O): -0.92, atom 15 (H): 0.46, atom 16 (H): 0.46

ORCA calculation (ωB97M-V with the def2-TZVPD basis set) on a 2-piece molecular cluster, C3H9NO2S overall.

Structure (XYZ):
```
16
Properties=species:S:1:pos:R:3:forces:R:3
N 1.04783 -0.04153 -1.33792 0.64 0.74 1.04
C 0.14610 1.02272 -0.76579 0.89 -0.96 -0.97
C -1.23105 0.79560 -1.36075 -0.48 0.13 0.04
O -2.18203 1.47860 -1.09195 -0.02 0.14 -0.04
C -0.02537 0.84407 0.73178 -0.04 0.66 0.60
S 1.51218 0.89692 1.72723 0.16 -0.25 -0.40
H 1.94725 0.41700 -1.50102 -0.28 -0.02 -0.50
H 1.35146 -0.60846 -0.53823 -0.48 -0.22 -0.25
H 0.52594 1.98710 -1.13351 -0.27 0.00 0.52
H -1.33612 -0.08467 -2.02403 0.22 0.04 -0.01
H -0.53654 -0.10504 0.83758 0.14 -0.26 0.42
H -0.62898 1.61551 1.19425 -0.46 0.09 -0.46
H 1.09039 0.05179 2.67197 -0.02 -0.05 0.03
O -0.61552 -2.39128 0.97762 -0.02 -0.11 0.01
H 0.19131 -2.76520 0.60382 -0.18 -0.06 0.04
H -1.25685 -3.11313 1.00894 0.21 0.13 -0.05
```
Positions in Å, forces in eV/Å.

Results
Electronic energy, hartree: -723.0979
Total charge: 0
Gap between HOMO and LUMO, eV: 9.7
Structure (SMILES): N[C@@H](C=O)CS.O
ΔE to the lowest compared entry with this formula, charge and spin, eV: 1.917
LUMO energy, eV: 0.5

Need the natural (NBO) charges? In units of e they are: atom 1 (N): -0.82, atom 2 (C): -0.18, atom 3 (C): 0.44, atom 4 (O): -0.52, atom 5 (C): -0.54, atom 6 (S): -0.07, atom 7 (H): 0.36, atom 8 (H): 0.35, atom 9 (H): 0.22, atom 10 (H): 0.13, atom 11 (H): 0.25, atom 12 (H): 0.24, atom 13 (H): 0.14, atom 14 (O): -0.95, atom 15 (H): 0.48, atom 16 (H): 0.48

ORCA calculation (ωB97M-V with the def2-TZVPD basis set) on a 2-piece molecular cluster, C3H9NO2S overall.

Structure (XYZ):
```
16
Properties=species:S:1:pos:R:3:forces:R:3
N 1.20998 -2.29773 0.40362 -0.32 -1.64 2.48
C 0.84753 -1.67696 -0.76379 -0.03 3.84 -2.52
C 0.34985 -2.60758 -1.85842 -3.30 -3.33 3.72
O -0.81038 -3.08408 -1.68246 3.15 1.92 -1.51
C -0.00766 -0.34295 -0.73673 0.36 -0.63 -0.40
S 0.58680 0.95599 0.42608 1.49 -1.66 -0.25
H 0.45641 -2.88731 0.76719 0.36 0.57 0.47
H 1.53599 -1.54222 1.03460 -0.53 -1.28 0.02
H 1.79382 -1.25148 -1.01815 0.92 0.34 -1.36
H 1.09057 -3.26492 -2.32713 0.08 0.52 -0.99
H -1.04991 -0.55054 -0.58929 -0.57 0.04 0.40
H 0.10148 0.03793 -1.74970 -0.12 0.23 -0.07
H 1.89282 0.38149 0.47032 -1.49 1.07 0.01
O -2.40048 6.31248 2.64985 -1.29 -1.01 -1.02
H -2.09580 6.23928 3.53100 0.89 0.30 1.52
H -3.03538 5.56371 2.65322 0.40 0.71 -0.51
```
Positions in Å, forces in eV/Å.

Results
Electronic energy, hartree: -723.0537
Total charge: 0
Gap between HOMO and LUMO, eV: 9.5
Structure (SMILES): N[C@@H](C=O)CS.O
ΔE to the lowest compared entry with this formula, charge and spin, eV: 3.119
LUMO energy, eV: 0.0

Need the natural (NBO) charges? In units of e they are: atom 1 (N): -0.81, atom 2 (C): -0.14, atom 3 (C): 0.40, atom 4 (O): -0.50, atom 5 (C): -0.53, atom 6 (S): -0.04, atom 7 (H): 0.37, atom 8 (H): 0.38, atom 9 (H): 0.18, atom 10 (H): 0.15, atom 11 (H): 0.23, atom 12 (H): 0.21, atom 13 (H): 0.11, atom 14 (O): -0.92, atom 15 (H): 0.46, atom 16 (H): 0.46